10 unconnected molecules or ions with the total composition C32H79N4O20P3S2 in a non-equilibrium geometry, computed with the ωB97M-V functional and the def2-TZVPD basis.

Each line ends with the Mulliken charge.
Geometry (Å):
S1 1.016774 8.304033 -2.588484  1.07
S2 0.073886 1.683442 -11.878954  1.04
P1 -8.070157 0.325212 5.847962  0.80
P2 3.578058 -7.639467 1.563616  0.87
P3 6.260732 3.680280 4.454620  0.84
O1 4.141903 -7.546346 0.033079  -0.29
O2 0.415840 9.516846 -2.059181  -0.62
O3 -7.918295 1.792223 6.590002  -0.34
O4 2.001400 -7.897542 1.129336  -0.36
O5 -8.207330 0.423566 4.378206  -0.76
O6 -1.174603 -1.016175 -0.248046  -0.86
O7 2.409153 8.092813 -2.821145  -0.59
O8 -1.282045 2.073561 -12.336804  -0.66
O9 1.410865 0.213314 -1.445599  -0.79
O10 3.838926 -6.560877 2.536248  -0.73
O11 -2.214939 -2.340609 -4.539960  -0.74
O12 5.205618 4.948421 4.164372  -0.27
O13 -9.246528 -0.407680 6.541823  -0.28
O14 5.459422 2.376156 4.639654  -0.75
O15 -6.836096 -0.522879 6.466271  -0.08
O16 0.265846 0.284587 -11.714437  -0.65
O17 6.992396 4.065571 5.831144  -0.23
O18 0.254062 -1.570371 -5.570414  -0.73
O19 7.446855 3.736442 3.342876  -0.22
O20 4.002340 -9.118643 2.016591  -0.25
N1 -6.949448 -2.356434 -7.041123  -0.52
N2 -5.745284 1.667367 -0.054294  -0.47
N3 1.995142 -2.234632 3.939199  -0.46
N4 -0.263041 -5.092232 -9.392857  -0.50
C1 -11.642621 -0.623698 6.855858  -1.27
C2 8.542379 3.539314 7.673208  -1.22
C3 4.628228 6.340462 5.936903  -1.00
C4 0.232763 6.856669 -1.850596  -0.59
C5 -1.480876 -1.830800 -3.710274  0.48
C6 -6.377286 -1.745773 5.872470  -0.25
C7 1.165683 2.325719 -13.101904  -0.69
C8 -0.771784 -1.007319 -1.533647  0.28
C9 4.304913 -5.342424 -0.686256  -1.08
C10 0.454619 -0.364014 -2.148352  0.38
C11 0.730666 -8.247716 -0.789924  -1.41
C12 0.827218 2.770456 -10.641507  -0.81
C13 4.083569 5.272199 4.925936  -0.32
C14 3.630610 -10.361882 3.962275  -0.98
C15 6.971068 4.298302 1.285202  -1.00
C16 7.361929 3.156086 2.089807  -0.28
C17 0.820692 -0.496827 -3.494960  -0.64
C18 -0.548181 5.965737 -2.904421  -0.64
C19 1.456550 3.800200 -12.765568  -0.79
C20 5.093922 -6.534617 -0.261833  -0.20
C21 7.703980 3.028591 6.428449  -0.22
C22 -0.068139 -1.241118 -4.417492  0.42
C23 -10.506738 -0.188914 6.061435  -0.31
C24 -6.776702 2.010255 8.691605  -1.09
C25 -1.687289 -1.621489 -2.315184  -0.58
C26 -4.988517 -1.874397 6.387534  -1.19
C27 1.245619 4.061102 -11.216310  -0.38
C28 -8.157640 1.843437 8.012047  -0.12
C29 1.223058 -7.252370 0.131256  0.38
C30 -0.239642 6.384069 -4.326302  -0.59
C31 0.106918 7.862418 -4.244878  -0.83
C32 4.634882 -9.520985 3.199523  -0.31
H1 0.745861 8.185529 -5.066743  0.44
H2 -1.617913 6.151999 -2.999715  0.26
H3 -4.896260 1.171984 0.177779  0.37
H4 2.665561 -9.891463 3.773912  0.26
H5 4.922898 -4.457555 -0.838556  0.40
H6 3.797186 -10.662533 4.996660  0.36
H7 8.845292 2.763852 8.376773  0.38
H8 9.493744 4.001588 7.409932  0.30
H9 -4.417801 -1.057215 5.946383  0.28
H10 -10.750660 0.742464 5.550422  0.41
H11 0.773827 1.998279 -14.064885  0.48
H12 2.713660 -1.569142 3.692326  0.37
H13 1.743543 -2.230656 4.917351  0.39
H14 3.377527 5.651403 4.187138  0.29
H15 7.939699 4.193749 8.302971  0.32
H16 -6.315059 1.543588 0.770409  0.34
H17 -0.812456 8.444179 -4.311244  0.35
H18 -12.483736 -0.821018 6.191261  0.39
H19 -12.042153 0.179729 7.474721  0.31
H20 -6.067947 2.699837 8.233067  0.30
H21 0.815209 4.332148 -13.468293  0.31
H22 -0.479484 7.031600 -1.044237  0.32
H23 -6.398926 -1.701271 4.783593  0.33
H24 6.998849 2.285984 6.801864  0.30
H25 -0.328975 4.925578 -2.663335  0.37
H26 5.084821 -8.727034 3.795586  0.33
H27 6.953754 4.093946 0.214666  0.40
H28 -4.400369 -2.712853 6.014471  0.43
H29 0.277603 2.827169 -9.701929  0.48
H30 -11.532521 -1.580348 7.366541  0.31
H31 0.490957 -6.521433 0.474550  0.34
H32 -6.252103 1.511709 -0.913948  0.36
H33 1.132662 -2.105706 3.429695  0.38
H34 8.316919 2.445163 5.741418  0.33
H35 1.616911 2.095387 -10.311709  0.38
H36 7.640456 5.129273 1.507692  0.28
H37 0.408731 4.758518 -11.252855  0.23
H38 2.116640 1.793970 -13.069927  0.32
H39 -7.136384 -1.393850 -7.283165  0.38
H40 -7.758279 -2.549329 -6.467813  0.38
H41 -0.373712 -5.955206 -8.879905  0.38
H42 1.795124 -0.163552 -3.820228  0.44
H43 0.490745 -4.985023 -10.056488  0.38
H44 0.672090 5.864740 -4.621486  0.27
H45 -6.939591 -2.652590 6.095213  0.31
H46 1.080955 6.273675 -1.491717  0.39
H47 3.806592 7.032639 6.121002  0.35
H48 5.724193 -6.344635 0.606934  0.33
H49 -0.956855 6.074594 -5.086513  0.40
H50 8.365670 2.738078 2.013258  0.28
H51 3.466238 -5.195392 -0.005741  0.24
H52 -5.600513 2.661520 0.049608  0.39
H53 5.494923 -10.134413 2.930948  0.31
H54 5.693210 -6.829596 -1.123187  0.32
H55 -0.132076 -4.369463 -8.699636  0.36
H56 5.300914 6.952218 5.335768  0.32
H57 0.569247 -7.779681 -1.760997  0.38
H58 5.162448 6.148590 6.867431  0.28
H59 6.696239 2.312696 1.906377  0.30
H60 3.538749 4.404387 5.297636  0.28
H61 -1.184685 -4.896743 -9.756800  0.37
H62 -10.439250 -0.723924 5.114171  0.36
H63 1.390719 -9.070332 -1.065124  0.34
H64 -5.074995 -1.979101 7.469042  0.27
H65 2.402765 4.245908 -13.072370  0.40
H66 3.725779 -5.611793 -1.569521  0.31
H67 -6.909646 -2.988001 -7.828300  0.37
H68 -6.310780 1.032565 8.568567  0.24
H69 -6.894206 2.188409 9.760510  0.37
H70 2.355828 -3.159542 3.753329  0.32
H71 -2.658148 -1.961591 -1.986283  0.37
H72 -8.728142 1.041560 8.480689  0.25
H73 5.946327 4.559435 1.549404  0.24
H74 3.604762 -11.282438 3.379167  0.25
H75 -8.724965 2.768472 8.114737  0.34
H76 -0.172043 -8.763328 -0.462258  0.34
H77 -6.114262 -2.395085 -6.474504  0.37
H78 2.095308 4.465460 -10.666186  0.35
H79 1.818456 -6.641355 -0.547173  -0.15

Cartesian forces, eV/Å:
-4.159 -0.759 -2.696
-2.278 2.413 -2.329
1.887 1.422 0.306
-2.018 -1.291 -1.821
-3.325 -1.433 0.649
-0.002 -0.587 1.833
1.085 -0.680 -0.095
-0.652 -2.967 -1.266
1.530 0.216 1.986
0.520 0.044 0.837
2.506 1.110 -2.443
0.559 0.163 0.595
1.785 -0.021 1.404
-3.223 -1.255 -0.066
0.106 -0.402 -0.713
-1.696 -0.952 -0.476
3.762 -2.847 -1.425
1.132 0.163 2.367
2.190 2.782 -1.062
-1.249 0.696 -0.724
0.583 -1.276 1.074
-0.413 1.241 -1.784
-0.906 0.038 0.254
-2.136 0.090 4.953
-0.569 1.681 -1.390
-0.644 0.529 0.602
-0.440 1.208 1.582
-0.232 -0.717 0.266
-0.903 0.790 0.942
-1.796 -0.442 0.875
-0.368 -0.209 -0.723
-1.477 0.942 -1.146
-0.331 -1.564 0.083
2.539 1.776 -0.881
0.196 -0.591 -0.917
2.125 -0.439 -0.267
-2.238 0.120 4.786
-0.868 0.299 -0.167
5.052 1.616 1.394
-1.850 -2.148 -1.823
-0.697 -2.218 2.160
0.313 0.512 1.394
-0.345 -0.608 -1.064
-0.280 1.069 -2.290
0.881 -1.428 -0.885
-3.460 -1.790 -1.748
-0.251 0.790 -0.029
-0.164 0.424 -0.860
0.238 0.556 -0.276
1.309 -1.511 2.758
1.551 0.186 2.262
-1.467 -0.575 -4.373
-0.497 -1.346 -0.092
-0.754 -1.035 -3.824
0.874 -0.434 -0.489
-0.965 0.421 -2.255
1.368 2.234 0.602
2.018 1.468 -0.572
3.130 -0.330 0.072
0.143 1.026 -0.349
1.142 -0.458 1.684
0.101 0.060 0.114
-0.347 -0.091 1.697
0.807 -0.569 -0.882
-0.156 -0.034 0.658
-0.291 0.047 -0.040
0.231 0.575 -0.054
-0.281 -0.621 -0.413
-0.290 0.395 -0.275
0.068 0.554 0.999
0.683 1.147 1.020
-0.366 0.815 -0.096
0.150 0.679 -0.049
0.237 0.426 0.610
0.075 0.798 0.248
-0.027 0.333 -0.355
-1.040 -0.815 0.294
0.091 0.355 0.428
0.061 0.077 -0.381
0.313 -0.277 0.632
-0.596 0.392 -0.051
-0.690 0.617 0.873
0.515 0.666 0.131
-0.026 0.450 -0.105
-0.248 0.080 0.090
-0.267 0.013 -0.263
-0.499 0.569 -0.207
0.169 0.046 -0.108
-0.598 -0.585 -0.038
-0.650 0.173 -0.271
0.349 0.275 0.375
-0.232 -0.544 0.761
0.199 -0.693 -0.320
-0.294 0.315 -0.786
0.306 0.465 -0.299
0.705 0.222 -0.313
-0.176 0.105 -0.253
0.114 0.164 0.851
-0.007 -0.436 0.502
0.444 0.584 -0.854
-0.336 -0.833 0.477
0.757 -0.764 -0.067
-0.068 0.088 0.037
0.232 -0.586 -0.516
0.249 -0.041 -0.235
-0.637 0.398 0.623
-0.118 -0.099 0.246
-0.125 0.007 0.545
0.126 0.032 -0.089
-0.374 0.453 0.299
0.129 0.208 -0.949
0.434 0.617 0.604
0.750 0.739 -0.529
-0.042 -0.065 -0.307
0.170 -0.525 0.319
0.329 0.651 0.781
0.154 -0.079 -0.045
-0.587 0.130 0.002
-0.351 -0.930 -0.199
-0.411 -0.050 0.888
0.527 -0.252 0.587
-0.243 0.183 -0.899
-0.777 -0.889 -0.175
0.654 0.265 0.560
0.654 0.583 0.007
0.511 -1.013 -0.023
0.498 0.182 -0.568
0.049 -0.100 -0.464
0.253 -0.105 0.275
0.066 0.167 -0.052
0.205 -0.647 -0.387
0.040 -0.117 0.622
0.123 -0.283 -0.585
0.037 0.213 0.093
-0.332 -0.285 0.168
-0.186 -0.082 0.201
-0.251 0.153 -0.030
0.682 -0.156 0.330
-0.021 0.065 -0.402
0.823 0.324 0.582

Properties
F_max	5.5	eV/Å
E	-4810.2003	hartree
net charge	+2



A molecular structure, C42H48BCsF5N12O4 in a non-equilibrium geometry, computed with the ωB97M-V functional and the def2-TZVPD basis.

Each line ends with the Löwdin spin population.
Geometry (Å):
Cs1 -0.287289 -0.406122 0.368029  0.00
F1 -2.061973 -4.767936 -5.793176  0.01
F2 -3.199214 -4.447787 -3.922983  0.01
F3 -4.436322 -5.100626 -7.125123  0.13
F4 -5.507243 -4.294748 -5.470396  0.14
F5 -3.320687 -6.349025 -5.028194  0.04
O1 2.054281 -0.887132 1.826837  0.00
O2 -0.523580 2.390813 1.723556  0.00
O3 0.183332 1.487365 2.683387  0.00
O4 1.602837 0.341313 -1.741147  0.00
N1 2.873853 3.018548 -1.140609  0.00
N2 -3.632839 -0.492952 0.369148  0.00
N3 1.258064 -2.334319 -1.999089  0.00
N4 -1.595687 2.974192 2.320003  0.00
N5 -3.416903 0.528865 1.205491  0.00
N6 4.432905 1.192240 2.316916  0.00
N7 -1.615497 3.094856 -0.793183  0.00
N8 -2.550124 2.175067 -0.539928  0.00
N9 -2.846782 2.891499 1.883431  0.00
N10 0.231767 -3.737607 1.968786  0.00
N11 -4.865781 2.449267 0.315428  0.00
N12 -5.920427 1.654489 0.470391  0.00
C1 -0.153904 4.175378 3.880875  0.00
C2 5.065773 -4.023524 5.429362  0.00
C3 -1.171086 2.985928 -2.046472  0.00
C4 -5.060724 3.411665 -0.611313  0.00
C5 4.577586 0.046092 -4.520995  0.00
C6 3.145276 1.840524 2.453942  0.00
C7 -3.850896 -2.897266 0.543090  0.00
C8 -3.157003 0.142559 2.452347  0.00
C9 -3.567789 3.634987 2.732962  0.00
C10 0.776516 -3.694409 -1.801773  0.00
C11 0.131985 -4.013669 -0.451181  0.00
C12 3.992242 -1.127170 3.164819  0.00
C13 -6.840282 2.095916 -0.373735  0.00
C14 -4.304587 -4.444412 -5.995286  0.60
C15 3.841798 -1.066095 -4.106743  0.00
C16 2.585450 0.281597 -2.488407  0.00
C17 -8.212204 1.508070 -0.482113  0.00
C18 2.716764 2.204735 0.050549  0.00
C19 2.805361 -3.425961 4.232765  0.00
C20 4.173402 -3.117816 4.595690  0.00
C21 -2.744757 4.197148 3.687656  0.00
C22 2.084159 -2.750816 3.317656  0.00
C23 -3.217822 -5.000719 -5.143600  0.08
C24 -1.837613 1.918732 -2.642663  0.00
C25 3.267067 2.621619 -2.320212  0.00
C26 4.721997 -2.026536 3.995490  0.00
C27 2.677680 -1.523677 2.755902  0.00
C28 4.768534 -0.035770 2.711230  0.00
C29 2.876360 -1.036150 -3.155048  0.00
C30 4.371577 1.259357 -3.939350  0.00
C31 -0.267803 3.974912 -2.737930  0.00
C32 -1.474538 3.749012 3.366901  0.00
C33 5.585974 -0.168329 -5.622810  0.00
C34 -6.359072 3.229257 -1.070845  0.00
C35 1.073625 -3.975061 0.778131  0.00
C36 -3.467114 -1.605902 1.092735  0.00
C37 2.215748 -2.268000 -2.809286  0.00
C38 -2.704260 1.465964 -1.680753  0.00
C39 -3.128306 -1.206131 2.410533  0.00
C40 0.657446 -3.152484 3.011802  0.00
C41 3.478442 1.354448 -2.865206  0.00
C42 3.086300 2.909138 1.335943  0.00
B1 -3.452071 1.989713 0.720106  0.00
H1 6.367186 0.572569 -5.623313  0.00
H2 -3.133994 4.804464 4.534429  0.00
H3 6.090274 -1.122983 -5.466742  0.00
H4 -0.717048 4.923969 -2.971175  0.00
H5 -4.952002 -2.847802 0.490819  0.00
H6 5.255958 1.799649 2.237147  0.00
H7 -4.296176 4.208108 -0.791206  0.00
H8 0.615840 3.571089 3.411849  0.00
H9 3.960467 -2.007176 -4.633482  0.00
H10 4.062717 3.418206 1.189326  0.00
H11 2.386856 -4.361144 4.696396  0.00
H12 0.627312 4.209460 -2.141446  0.00
H13 -8.595948 1.447655 -1.531894  0.00
H14 -3.499672 -3.008251 -0.516190  0.00
H15 5.757539 -1.744391 4.140618  0.00
H16 -2.934241 -1.851679 3.246174  0.00
H17 2.752654 3.998198 -1.004508  0.00
H18 4.549887 -5.044107 5.616965  0.00
H19 6.002642 -4.122096 4.903015  0.00
H20 3.119272 2.411965 3.435093  0.00
H21 4.875327 2.160166 -4.349651  0.00
H22 3.525298 3.409867 -2.999411  0.00
H23 -8.942929 2.104395 0.011380  0.00
H24 -6.938014 3.815151 -1.700841  0.00
H25 5.815434 -0.107635 3.006750  0.00
H26 1.866820 -3.205168 0.685399  0.00
H27 2.446317 3.707201 1.556654  0.00
H28 2.300151 1.198370 2.312781  0.00
H29 -8.212492 0.494629 -0.117398  0.00
H30 0.021195 -3.872090 -2.598010  0.00
H31 -3.624105 -3.810698 1.060303  0.00
H32 0.121292 3.590463 -3.721520  0.00
H33 1.572184 -4.952105 0.918487  0.00
H34 -0.478237 -4.940966 -0.446014  0.00
H35 3.268876 1.271120 0.002575  0.00
H36 1.546516 -4.522982 -2.007986  0.00
H37 5.035160 -0.303083 -6.576317  0.00
H38 -2.950098 0.847227 3.288868  0.00
H39 0.000856 5.207092 3.522718  0.00
H40 2.619604 -3.198934 -3.203828  0.00
H41 -1.720890 1.523716 -3.609654  0.00
H42 -4.652887 3.568281 2.642400  0.00
H43 5.097881 -3.590173 6.388855  0.00
H44 -3.385360 0.708093 -1.650550  0.00
H45 -0.640870 -3.286593 -0.261137  0.00
H46 1.665218 1.905375 0.103674  0.00
H47 -0.048594 -2.968600 3.767619  0.00
H48 -0.165097 4.175064 4.999640  0.00

Cartesian forces, eV/Å:
-0.305 0.167 -0.180
-0.101 0.044 0.534
0.080 -0.350 -0.689
0.415 -0.024 -0.545
0.333 0.204 0.538
-0.058 0.595 0.293
1.335 -1.175 1.817
0.117 -0.480 -0.148
-0.821 0.547 -0.488
0.438 1.215 0.041
0.229 -0.651 0.479
0.096 -0.671 -0.041
-0.747 -1.130 0.935
1.552 -0.705 -0.512
-0.282 2.050 -0.806
1.049 -0.975 0.172
1.086 2.362 1.131
0.784 -0.363 -1.607
-0.968 -0.293 -0.378
-0.010 0.327 -0.072
1.901 0.099 0.432
-0.963 -0.746 -0.149
-0.020 0.603 0.370
-2.562 -1.540 -0.715
-0.755 0.057 0.485
-0.796 1.046 -0.317
1.251 0.825 -0.728
0.600 2.715 0.005
-1.022 -0.616 -2.031
0.645 0.776 0.979
-0.924 -0.461 -0.028
-0.189 -2.058 -0.614
-0.019 0.298 0.452
0.741 0.014 -0.418
0.045 0.561 -0.033
-1.409 0.040 -0.382
-0.796 -0.703 0.191
-0.292 -2.591 -0.204
0.259 -0.414 -1.431
-1.246 -0.434 0.248
0.496 -1.706 1.112
0.106 0.157 -1.030
-1.487 0.482 0.874
0.057 1.161 0.059
0.754 -0.499 0.272
-0.585 -0.243 0.568
0.534 -0.023 -0.576
-0.044 -0.216 0.358
-2.101 1.175 -2.573
-1.081 0.160 1.527
0.601 1.578 0.007
0.533 -0.323 -1.190
1.290 -0.676 -0.239
0.246 1.117 0.941
-0.762 -0.874 -0.123
1.252 -0.646 1.223
0.029 -0.112 0.381
0.459 2.030 1.158
0.115 0.336 0.428
0.817 0.662 0.184
-0.159 -2.171 0.646
1.609 -0.472 -1.738
-1.403 0.799 1.334
1.557 -0.679 -0.585
0.675 -0.071 -0.476
0.013 0.510 -0.419
0.819 -0.533 -0.861
0.053 -0.074 0.082
-0.587 0.350 0.085
0.241 -0.300 -0.175
-0.825 -0.162 -0.103
-0.819 -1.082 0.003
0.095 -0.310 0.529
0.353 -0.084 -0.023
-0.061 -0.401 0.278
0.249 0.986 -0.479
-0.300 -0.115 -0.011
0.669 0.131 0.591
-0.243 0.103 0.829
0.195 -0.332 0.304
0.004 -0.195 0.119
-0.077 0.558 0.002
1.026 1.461 -0.632
0.403 -0.244 0.402
-0.128 -1.075 -0.835
-0.239 -0.648 0.546
0.147 0.728 -0.091
-0.553 0.400 0.776
-0.639 0.988 -1.222
0.042 -0.091 -0.554
-0.394 -0.249 -0.121
-1.447 0.952 0.495
-0.322 -0.658 0.402
-0.098 -0.291 0.407
0.118 0.108 0.491
0.529 -0.054 0.610
-0.495 0.023 0.960
-0.124 0.326 -0.132
0.774 0.174 -0.277
0.260 0.028 -0.527
-0.465 1.225 0.167
0.625 0.500 0.189
-0.201 -0.772 -0.966
-0.075 -0.160 0.342
0.334 -0.064 -0.463
0.096 -0.323 -0.983
0.437 0.421 -0.031
0.830 0.460 1.286
-1.624 -1.977 -0.385
-0.285 0.588 0.062
0.125 0.003 0.078
-0.943 0.188 1.133
0.326 -0.134 -1.008

Properties
2S+1	2
F_max	3.5	eV/Å
E	-3131.3805	hartree